C36H73BrF4N3O18P4S | ωB97M-V with the def2-TZVPD basis set

The total charge is +1. Its HOMO energy is -12.16 eV.

Geometry as XYZ:
```
140
Properties=species:S:1:pos:R:3:mulliken_charge:R:1
C -1.71 -1.54 1.65 -0.47
C -1.50 -0.37 1.89 -1.01
C -1.23 1.06 2.32 1.29
C -2.43 1.85 2.82 -0.31
C -3.68 0.99 3.03 -0.78
F -4.28 0.76 1.80 -0.29
N -0.01 0.87 3.23 0.54
C -0.51 0.06 4.37 -1.18
C -0.07 0.67 5.75 -0.02
C -0.13 2.20 5.82 -0.87
O -1.08 1.25 6.50 -0.53
C 0.93 0.30 2.36 -0.12
N 1.96 -0.41 2.73 0.03
S 2.45 -0.62 4.39 -0.16
C 2.89 -1.18 1.86 -0.95
C 4.41 -0.89 2.09 0.03
C 5.14 -0.79 0.73 -1.45
Br 5.24 -2.42 2.99 -0.10
N 0.58 0.60 1.04 0.49
C 1.51 0.74 -0.02 0.03
F 2.73 1.12 0.36 -0.29
F 1.16 1.63 -0.94 -0.15
F 1.56 -0.41 -0.71 -0.21
C -0.46 1.70 1.12 0.47
C -1.50 1.66 -0.04 0.32
C -1.60 2.92 -0.93 -0.66
C -1.99 2.65 -2.41 -1.68
C -2.69 1.32 -2.70 -0.95
C -4.05 1.12 -1.99 -0.71
C -4.33 -0.40 -1.91 0.00
C -4.57 -1.02 -3.30 -1.35
C 0.33 2.97 1.44 -1.37
C -0.60 4.17 1.81 0.45
C -0.51 4.61 3.26 -1.42
O 0.06 5.34 2.10 -0.59
H -1.86 -2.57 1.42 0.85
H -2.26 2.37 3.76 0.44
H -2.74 2.61 2.10 0.05
H -4.38 1.47 3.72 0.69
H -3.45 0.01 3.46 -0.21
H -1.59 0.02 4.53 0.38
H -0.16 -0.97 4.39 0.72
H 0.74 0.20 6.28 0.80
H -0.96 2.76 5.40 0.23
H 0.51 2.70 6.54 0.52
H 2.61 0.68 4.75 0.24
H 2.78 -2.22 2.18 0.96
H 2.74 -1.17 0.79 -0.05
H 4.59 0.05 2.62 0.57
H 4.63 -0.14 0.02 0.22
H 5.16 -1.81 0.33 0.26
H 6.18 -0.49 0.87 0.60
H -1.13 0.86 -0.70 0.07
H -2.50 1.36 0.25 0.03
H -2.40 3.55 -0.50 0.42
H -0.69 3.52 -0.93 0.26
H -1.12 2.80 -3.06 0.55
H -2.69 3.44 -2.71 0.36
H -2.89 1.29 -3.77 0.65
H -2.04 0.46 -2.48 0.54
H -4.10 1.57 -0.99 0.32
H -4.82 1.52 -2.65 0.55
H -3.41 -0.86 -1.51 -0.12
H -5.15 -0.64 -1.22 0.40
H -3.85 -0.66 -4.04 0.29
H -5.58 -0.82 -3.67 0.34
H -4.45 -2.10 -3.23 0.41
H 0.99 2.92 2.30 0.33
H 0.88 3.41 0.61 0.62
H -1.58 4.22 1.35 0.71
H -1.31 5.21 3.67 0.41
H 0.39 4.38 3.82 0.42
C -5.07 5.67 -6.82 -0.62
O -5.27 4.26 -6.98 -0.35
P -4.14 3.22 -6.56 0.93
O -4.30 2.64 -5.23 -0.46
O -2.75 3.97 -6.82 -0.29
C -2.07 4.60 -5.74 -0.22
O -4.19 2.17 -7.73 -0.35
C -4.18 2.64 -9.08 -0.64
H -4.84 5.91 -5.78 0.29
H -4.26 6.01 -7.47 0.27
H -5.98 6.17 -7.11 0.26
H -2.29 4.11 -4.79 -0.11
H -2.36 5.65 -5.68 0.32
H -1.00 4.54 -5.93 0.29
H -3.38 3.37 -9.24 0.29
H -5.14 3.08 -9.34 0.26
H -4.00 1.79 -9.73 0.24
C -6.06 -2.16 3.11 -0.26
O -7.09 -2.45 4.05 -0.34
P -6.72 -2.73 5.57 0.96
O -6.81 -1.58 6.46 -0.72
O -5.29 -3.44 5.54 -0.31
C -4.12 -2.67 5.77 -0.61
O -7.69 -3.91 5.94 -0.34
C -7.77 -5.04 5.06 -0.56
H -5.47 -1.30 3.43 -0.02
H -5.42 -3.03 2.98 0.30
H -6.52 -1.93 2.15 0.30
H -4.32 -1.81 6.42 0.39
H -3.71 -2.32 4.82 0.07
H -3.38 -3.31 6.25 0.37
H -6.77 -5.41 4.80 0.28
H -8.32 -4.78 4.16 0.25
H -8.31 -5.83 5.58 0.26
C 3.94 -4.90 -0.19 -0.57
O 2.54 -5.00 0.08 -0.22
P 1.53 -5.58 -1.01 0.81
O 1.21 -6.99 -0.87 -0.76
O 2.14 -5.16 -2.42 -0.27
C 2.92 -6.11 -3.16 -0.78
O 0.29 -4.61 -0.87 -0.30
C 0.52 -3.20 -0.87 -0.43
H 4.35 -5.88 -0.46 0.37
H 4.12 -4.18 -0.98 0.27
H 4.42 -4.55 0.72 0.15
H 2.61 -7.13 -2.95 0.36
H 3.98 -5.99 -2.93 0.29
H 2.77 -5.91 -4.22 0.25
H 1.17 -2.91 -1.69 0.40
H 0.96 -2.90 0.08 0.17
H -0.45 -2.71 -0.98 0.26
C 11.85 -0.30 -0.42 -0.62
O 10.61 0.40 -0.30 -0.33
P 9.28 -0.19 -0.94 1.10
O 8.44 -0.96 -0.02 -0.69
O 9.74 -0.97 -2.25 -0.30
C 9.91 -2.40 -2.20 -0.73
O 8.58 1.10 -1.52 -0.32
C 9.36 1.99 -2.33 -0.62
H 11.77 -1.31 -0.02 0.29
H 12.16 -0.33 -1.47 0.28
H 12.60 0.25 0.14 0.26
H 9.26 -2.85 -1.46 0.32
H 10.95 -2.63 -1.97 0.30
H 9.66 -2.80 -3.18 0.25
H 9.91 1.44 -3.10 0.30
H 10.05 2.55 -1.71 0.26
H 8.68 2.68 -2.82 0.25
```